ORCA calculation (the ωB97M-V functional and the def2-TZVPD basis) on a cluster of 8 separate species, C45H73N4O24 in total at a distorted geometry.

Structure (ORCA input):
```
! RIJCOSX wB97M-V def2-TZVPD def2/J DEFGRID3
* xyz 1 1
C 0.5814 1.8804 1.7274
C -0.2088 1.1162 1.2572
C -1.0957 0.0997 0.6831
C -2.4490 0.1926 1.4116
C -2.3780 -0.2317 2.8692
C -3.6298 0.1973 3.6219
N -4.8136 -0.4771 3.0669
N -1.3662 0.4195 -0.7604
C -0.4365 -0.0407 -1.6310
N -0.6798 -0.2050 -2.9121
C -1.9338 0.0806 -3.5967
C -2.0419 -0.7388 -4.8968
C -2.2057 0.1318 -6.1519
C -1.8904 -0.6405 -7.4426
N 0.7863 -0.2679 -1.1135
O 1.7423 -0.4298 -2.1164
C 2.9158 0.3373 -1.7914
C 3.7895 0.3843 -3.0256
C 0.9057 -1.2558 0.0076
C 1.4433 -2.5937 -0.4548
C 1.9977 -3.3787 0.7600
C 2.0902 -4.8702 0.3949
C 3.3997 -2.8406 1.1164
C -0.4418 -1.2917 0.7672
C -1.3898 -2.4183 0.3312
C -1.2692 -3.7062 1.1658
C -2.6088 -4.4286 1.2653
O -2.3935 -5.8478 1.2622
C -3.0145 -6.5146 2.3024
C -2.1972 -6.5375 3.5569
O -4.0782 -7.0323 2.1582
H 1.2257 2.6457 2.0863
H -3.2063 -0.3937 0.8928
H -2.7649 1.2383 1.3597
H -2.3293 -1.3233 2.9228
H -1.5005 0.1896 3.3585
H -3.7287 1.2805 3.5297
H -3.5430 -0.0346 4.6794
H -5.5735 -0.4071 3.7345
H -5.1426 0.0429 2.2606
H -2.2969 0.0897 -0.9994
H 0.0918 -0.5315 -3.4764
H -2.7740 -0.1694 -2.9520
H -2.0023 1.1417 -3.8375
H -2.9123 -1.3886 -4.8159
H -1.1866 -1.4067 -5.0073
H -1.5557 1.0012 -6.0598
H -3.2444 0.4536 -6.1863
H -1.2055 -1.4638 -7.2478
H -2.7949 -1.0438 -7.8879
H -1.4044 0.0109 -8.1640
H 3.4298 -0.1493 -0.9604
H 2.6073 1.3306 -1.4682
H 4.8352 0.3383 -2.7283
H 3.6033 -0.4660 -3.6774
H 3.6465 1.3053 -3.5847
H 1.6443 -0.8425 0.6943
H 0.7143 -3.1862 -1.0069
H 2.2870 -2.4457 -1.1201
H 1.3471 -3.2451 1.6214
H 1.3885 -5.1421 -0.3954
H 3.0868 -5.1173 0.0351
H 1.8543 -5.5010 1.2482
H 4.0210 -3.6629 1.4598
H 3.8881 -2.4118 0.2427
H 3.3789 -2.1193 1.9327
H -0.1891 -1.4442 1.8145
H -1.2350 -2.6602 -0.7221
H -2.4254 -2.0905 0.3966
H -0.8836 -3.4684 2.1547
H -0.6050 -4.4013 0.6576
H -3.1603 -4.1329 2.1596
H -3.2303 -4.1971 0.3995
H -1.9087 -5.5208 3.8217
H -1.2750 -7.0850 3.3717
H -2.7644 -6.9896 4.3618
C 5.5734 -6.3637 -3.4226
C 5.8157 -6.4017 -1.9277
O 5.5038 -5.0539 -1.5356
C 4.6765 -4.5319 -2.4639
O 4.1052 -3.4907 -2.3431
O 4.5750 -5.3370 -3.5346
H 5.1957 -7.2971 -3.8292
H 6.4587 -6.0547 -3.9788
H 5.1392 -7.0817 -1.4078
H 6.8434 -6.6406 -1.6688
C 7.9544 -2.0254 -2.4748
C 9.1161 -1.7483 -1.5413
O 9.5721 -3.0711 -1.2411
C 9.1907 -3.8967 -2.2336
O 9.5496 -5.0231 -2.3560
O 8.3292 -3.2693 -3.0790
H 7.8204 -1.2598 -3.2357
H 7.0134 -2.1696 -1.9382
H 9.9233 -1.2008 -2.0314
H 8.8330 -1.2169 -0.6411
C 4.4555 -8.2666 3.8477
C 3.0063 -8.4135 4.2742
O 2.5904 -7.0479 4.3996
C 3.3989 -6.2803 3.6349
O 3.2154 -5.1296 3.3995
O 4.4413 -7.0033 3.1709
H 4.7946 -9.0456 3.1713
H 5.1368 -8.1994 4.6966
H 2.3945 -8.8961 3.5105
H 2.8770 -8.9284 5.2215
C -5.9754 4.6469 1.8448
C -6.9459 5.1722 2.8806
O -6.9750 4.0985 3.8355
C -5.8320 3.3965 3.7275
O -5.4790 2.5538 4.4910
O -5.1371 3.7775 2.6301
H -5.3837 5.4196 1.3734
H -6.4730 4.0467 1.0804
H -6.5872 6.0730 3.3759
H -7.9439 5.3449 2.4892
C -9.0792 9.5510 1.4184
C -8.1580 10.0773 2.4994
O -7.1950 9.0111 2.6196
C -7.1845 8.3229 1.4683
O -6.3823 7.4789 1.1944
O -8.1953 8.6990 0.6641
H -9.4851 10.3301 0.7799
H -9.8930 8.9418 1.8130
H -7.6414 10.9789 2.1866
H -8.6547 10.2460 3.4500
C -6.4820 12.8017 -1.7871
C -6.1529 11.7227 -0.7709
O -7.0038 12.0821 0.3268
C -8.0463 12.8045 -0.1579
O -9.0109 13.0808 0.4774
O -7.8335 13.1349 -1.4455
H -6.4365 12.4614 -2.8173
H -5.8621 13.6910 -1.6687
H -6.4288 10.7243 -1.1146
H -5.1153 11.7235 -0.4497
C 7.5957 2.9463 0.1220
C 8.4585 2.5522 -1.0634
O 9.2818 1.5227 -0.5054
C 8.6483 0.9972 0.5700
O 9.0008 0.0236 1.1515
O 7.5567 1.7332 0.8826
H 6.5875 3.2452 -0.1507
H 8.0541 3.7262 0.7309
H 7.8734 2.1281 -1.8819
H 9.0798 3.3578 -1.4434
*
```

Summary:
E_HOMO: -11.004 eV
E_tot: -102942.14834 eV

ORCA calculation (the ωB97M-V functional and the def2-TZVPD basis) on a cluster of 13 separate species, C45H78O19 in total at a distorted geometry.

Structure (ORCA input):
```
! RIJCOSX wB97M-V def2-TZVPD def2/J DEFGRID3
* xyz 0 1
C -0.5502 4.0936 6.2571
C 0.4006 3.0052 6.0074
O 0.3537 1.9670 6.6436
C 1.3908 3.1584 4.8787
H -1.5532 3.5568 6.2257
H -0.5889 4.8823 5.4711
H -0.3575 4.5575 7.1842
H 0.8421 2.8015 4.0052
H 2.2309 2.5050 5.1005
H 1.7706 4.1495 4.6823
C -2.2885 5.6006 2.5588
C -3.3057 5.2016 1.5585
O -3.8542 4.1187 1.5850
C -3.5646 6.1941 0.4288
H -1.3838 5.8918 2.0646
H -2.1151 4.6991 3.1248
H -2.6460 6.4294 3.2433
H -2.5755 6.5246 -0.0163
H -4.0900 7.0390 0.9357
H -4.2191 5.7576 -0.3515
C 3.4924 4.6357 0.3672
C 2.0678 5.1244 0.4895
O 1.6379 5.5339 1.5343
C 1.1720 5.0143 -0.7530
H 3.9256 4.6760 1.3876
H 4.0454 5.1661 -0.3964
H 3.4013 3.6326 -0.0039
H 1.0736 5.9698 -1.3144
H 0.2332 4.7704 -0.2186
H 1.4410 4.1932 -1.4392
C 6.0990 1.1355 1.7317
C 4.6058 0.9110 1.6105
O 3.9956 1.5565 0.7782
C 3.9175 -0.1550 2.4483
H 6.5407 1.1504 2.7505
H 6.4639 1.9499 1.1258
H 6.5021 0.2843 1.1911
H 2.8695 -0.1612 2.2931
H 4.2052 -0.1294 3.4956
H 4.3440 -1.1117 2.0349
C -3.5551 -1.1738 2.0279
C -3.2072 -2.5475 2.5784
O -2.2362 -2.7908 3.2581
C -4.2338 -3.6169 2.3654
H -2.9727 -0.4146 2.5895
H -4.6222 -1.0060 2.0601
H -3.2912 -1.2371 0.9409
H -4.9948 -3.2914 1.6176
H -4.8036 -3.7650 3.3130
H -3.7711 -4.5449 2.1504
C 0.8601 1.4988 -0.6025
C 0.8181 0.0334 -0.4208
O 1.5834 -0.7191 -1.0149
C -0.0956 -0.5192 0.5972
H 0.5344 1.6547 -1.6531
H 1.8774 1.8712 -0.5212
H 0.1441 2.0709 -0.0474
H 0.0374 0.0629 1.4667
H 0.1333 -1.5308 0.7597
H -1.1441 -0.4178 0.3394
C -1.1638 -6.6285 -0.9565
C -0.0557 -5.6096 -0.9187
O 1.0394 -5.8577 -1.3835
C -0.4219 -4.2159 -0.4633
H -1.4761 -6.8562 0.1067
H -0.8323 -7.5100 -1.5055
H -2.0281 -6.2132 -1.4645
H -1.1143 -4.2793 0.3603
H -0.9963 -3.7892 -1.2565
H 0.5474 -3.6503 -0.2231
O 6.4901 -0.5413 -1.0878
C 5.5278 -1.2874 -1.2593
O 4.7590 -1.6946 -0.2415
C 3.9506 -2.8762 -0.5853
C 3.7042 -2.6067 -2.0884
C 4.9895 -1.9439 -2.5541
H 3.0228 -2.7993 -0.0735
H 4.5416 -3.6691 -0.2978
H 2.8991 -1.8490 -1.9990
H 3.4442 -3.4940 -2.6667
H 4.7674 -1.1838 -3.2894
H 5.6902 -2.6896 -2.8548
O -1.9009 -4.6266 -3.7070
C -0.9026 -4.1717 -4.2233
O -0.0751 -5.0348 -4.8793
C 1.1282 -4.3247 -5.3896
C 1.1727 -3.0969 -4.6038
C -0.3723 -2.8418 -4.2676
H 0.8883 -4.2252 -6.3968
H 1.9687 -4.9913 -5.3859
H 1.4866 -2.3285 -5.3585
H 1.8564 -3.0903 -3.7566
H -0.8107 -2.3699 -5.1623
H -0.6426 -2.2617 -3.3630
O -2.1442 -1.3619 -1.9436
C -3.1758 -1.9493 -2.0897
O -3.7635 -2.6527 -1.0694
C -4.9453 -3.3471 -1.4873
C -5.1765 -3.0555 -2.9913
C -4.0689 -2.1179 -3.3347
H -5.7176 -2.9488 -0.8832
H -4.9135 -4.4044 -1.2396
H -6.1526 -2.5653 -3.1819
H -5.1149 -3.8946 -3.6286
H -4.4567 -1.2157 -3.5949
H -3.2698 -2.3102 -4.0851
O -0.3669 0.7028 3.6262
C -0.3504 -0.0885 4.5258
O 0.7129 -0.8632 4.8018
C 0.5863 -1.6332 6.0535
C -0.6596 -1.0575 6.7791
C -1.4026 -0.4948 5.5869
H 1.4624 -1.4716 6.6632
H 0.5664 -2.6869 5.9170
H -0.3985 -0.2127 7.4436
H -1.1908 -1.8918 7.2578
H -2.1711 0.2827 5.7738
H -1.8382 -1.3304 5.0679
O -5.2817 0.9457 -3.5278
C -4.4533 1.4142 -2.7100
O -4.4066 1.0557 -1.4383
C -3.3172 1.7035 -0.7098
C -2.3127 2.0331 -1.8399
C -3.3249 2.4149 -2.9758
H -2.9046 1.0954 0.0272
H -3.6815 2.6347 -0.3497
H -1.6760 1.1479 -2.1386
H -1.6715 2.8846 -1.6516
H -3.0032 2.2420 -3.9849
H -3.6807 3.4128 -2.9141
O 0.4580 1.0458 -4.7350
C 1.4928 1.3399 -4.3384
O 1.6889 2.5687 -3.7269
C 2.9803 2.6786 -3.2269
C 3.6692 1.3034 -3.2611
C 2.8164 0.5759 -4.3356
H 2.9122 3.0887 -2.2507
H 3.5843 3.3066 -3.8471
H 3.4653 0.8275 -2.2981
H 4.6952 1.3944 -3.5422
H 2.5166 -0.4476 -4.1756
H 3.3119 0.6136 -5.3255
*
```

Summary:
E_HOMO: -9.300 eV
E_tot: -86831.99204 eV

ORCA calculation (the ωB97M-V functional and the def2-TZVPD basis) on a cluster of 8 separate species, C45H81N11O9 in total at a distorted geometry.

Structure (ORCA input):
```
! RIJCOSX wB97M-V def2-TZVPD def2/J DEFGRID3
* xyz 1 2
C 2.4241 -6.6304 -0.8769
C 1.3417 -7.4860 -0.8257
C 0.4249 -7.4256 0.2590
C 0.6968 -6.5403 1.3031
C 1.9280 -5.8194 1.3453
C 2.7170 -5.7856 0.1640
C 2.2942 -5.0289 2.5840
O 3.4772 -4.6773 2.7420
C 1.2262 -4.6231 3.5353
C 1.5239 -3.7580 4.5210
C 0.4864 -3.3459 5.3607
C -0.8133 -3.8176 5.2253
C -1.0508 -4.8414 4.3224
C -0.1010 -5.2562 3.3936
C -0.3704 -6.3848 2.3901
O -1.4116 -6.9281 2.3274
H 3.0015 -6.6888 -1.7878
H 0.9230 -8.0208 -1.6654
H -0.5231 -7.9022 0.0577
H 3.6489 -5.2521 0.0489
H 2.5384 -3.3963 4.6010
H 0.6161 -2.5570 6.0869
H -1.5957 -3.6888 5.9586
H -2.0666 -5.1999 4.2451
C -2.1765 3.0302 2.4233
O -1.7404 2.7573 3.4857
N -3.1149 2.4952 1.7184
N -1.6747 3.9284 1.6395
H -3.1737 2.5623 0.7123
H -3.4898 1.6065 2.0180
H -0.8970 4.4370 2.0354
H -2.1853 4.3530 0.8786
C -5.2336 -0.3326 3.4702
O -4.2077 0.3068 3.6614
N -6.4117 0.2045 3.4236
N -5.2467 -1.6420 3.4492
H -6.4177 1.2123 3.4900
H -7.2902 -0.2938 3.4232
H -4.3202 -2.0359 3.5299
H -6.0587 -2.2316 3.3349
C -5.4683 0.0086 -2.4040
O -5.9669 0.6098 -3.3702
N -4.3129 -0.6086 -2.4602
N -6.0420 -0.2117 -1.2601
H -3.7984 -0.4363 -3.3121
H -3.9026 -0.8413 -1.5671
H -5.4543 -0.4506 -0.4742
H -7.0369 -0.0492 -1.1983
C -0.3508 -5.3650 -4.5667
O -0.6629 -6.3399 -3.9438
N -1.2237 -4.6959 -5.1753
N 0.8146 -4.8452 -4.6175
H -2.0388 -5.2800 -5.0546
H -0.9286 -4.4658 -6.1134
H 0.7127 -3.9002 -4.9590
H 1.5084 -5.0979 -3.9284
C -3.6271 -3.6244 -0.9367
C -2.3389 -3.1711 -0.1425
C -1.2173 -3.9044 -0.8797
C 0.1764 -3.2692 -0.6434
C 0.2260 -1.7396 -0.7313
C -0.9285 -1.0376 -0.0647
N -2.2695 -1.7211 -0.2873
O -3.3560 -1.0371 0.3646
C -0.7056 -1.0486 1.4472
C -1.0656 0.4497 -0.5136
C -2.5818 -3.7159 1.3537
H -4.5785 -3.3216 -0.4995
H -3.6181 -4.6776 -1.2174
H -3.5704 -2.9743 -1.8098
H -1.1685 -4.8766 -0.3891
H -1.2818 -4.2146 -1.9227
H 0.7758 -3.8717 -1.3259
H 0.4615 -3.5409 0.3730
H 0.1317 -1.6394 -1.8125
H 1.1716 -1.3197 -0.3881
H 0.2714 -0.6482 1.7179
H -1.4350 -0.5005 2.0436
H -0.5908 -2.0694 1.8117
H -0.6143 1.0227 0.2964
H -0.3413 0.5777 -1.3180
H -1.9628 1.0444 -0.6850
H -2.8848 -4.7496 1.5202
H -3.3046 -3.1399 1.9316
H -1.5850 -3.7019 1.7946
H -3.1067 -1.1102 1.2888
C 4.6905 5.6337 1.2150
C 5.5283 4.3080 1.7094
C 5.7147 4.4473 3.2515
C 4.5510 4.2203 4.3053
C 4.0051 2.8010 3.9393
C 3.6117 2.6584 2.4371
N 4.7312 3.1208 1.5290
O 4.5403 2.8137 0.2986
C 3.3431 1.1773 2.2898
C 2.3315 3.4597 2.2007
C 6.8562 4.1767 1.0577
H 5.2257 6.5756 1.0952
H 3.8493 5.8398 1.8768
H 4.4358 5.4946 0.1643
H 6.5586 3.8149 3.5270
H 6.1502 5.4128 3.5089
H 3.8821 5.0787 4.2438
H 4.8828 4.2964 5.3408
H 3.2012 2.4068 4.5610
H 4.6891 2.0156 4.2610
H 2.3180 0.8818 2.5133
H 3.5277 1.0143 1.2280
H 3.8481 0.4786 2.9568
H 1.9250 3.7242 3.1768
H 2.3848 4.4826 1.8279
H 1.5775 2.8751 1.6735
H 7.3860 3.3328 1.4996
H 7.4623 5.0789 1.1404
H 6.6114 3.9038 0.0312
H 5.0908 2.0377 0.1707
C 2.0300 5.0774 -2.9964
C 0.9777 3.8039 -3.0859
C -0.0289 4.1202 -1.9465
C -1.2987 4.8229 -2.3304
C -1.8921 3.9666 -3.4356
C -1.0129 3.5472 -4.6134
N 0.3433 3.8232 -4.3568
O 1.1806 3.5317 -5.4172
C -1.1761 1.9335 -5.0240
C -1.3921 4.5071 -5.8384
C 1.6326 2.3636 -2.9003
H 1.5474 5.9745 -3.3841
H 2.4489 5.2271 -2.0013
H 2.7805 4.7759 -3.7272
H -0.2469 3.1925 -1.4173
H 0.4132 4.7565 -1.1798
H -2.0885 4.9503 -1.5901
H -0.9676 5.7374 -2.8227
H -2.6813 4.6240 -3.8005
H -2.4504 3.1089 -3.0605
H -0.8499 1.7009 -6.0377
H -2.2416 1.7044 -5.0406
H -0.6342 1.2485 -4.3720
H -2.4402 4.3533 -6.0951
H -0.9489 4.1061 -6.7500
H -1.1442 5.4991 -5.4609
H 2.1308 2.3147 -1.9321
H 0.9739 1.4952 -2.8855
H 2.4631 2.0645 -3.5397
H 1.0350 4.3035 -5.9693
*
```

Summary:
E_HOMO (alpha / beta): -9.667 / -9.667 eV
E_tot: -82783.67638 eV